154
Properties=species:S:1:pos:R:3:forces:R:3 method="wB97M-V/def2-TZVPD" lumo_ev=0.19 homo_ev=-8.41 multiplicity=1 total_charge=0
C 5.268 1.717 -0.804 0.09 0.12 -0.93
S 6.545 0.961 0.254 0.36 0.28 -0.49
O 7.164 -0.171 -0.507 -0.29 0.43 0.21
C 7.802 2.290 0.245 -0.03 -0.29 -0.14
H 5.046 2.767 -0.607 -0.01 -0.16 0.69
H 4.374 1.097 -0.750 -0.07 0.12 0.38
H 5.547 1.729 -1.864 0.50 -0.35 0.15
H 7.359 3.260 0.459 -0.01 -0.05 0.18
H 8.348 2.324 -0.698 -0.37 -0.13 -0.22
H 8.535 1.995 0.995 -0.16 0.13 0.20
C -6.108 -0.509 3.384 0.52 -0.55 0.22
S -5.145 -1.683 2.368 1.28 -0.23 -0.04
O -3.867 -0.995 1.918 -0.99 -0.05 0.14
C -4.538 -2.817 3.661 -0.53 0.16 0.31
H -6.769 -1.017 4.087 0.02 -0.28 -0.19
H -6.702 0.096 2.703 0.28 0.25 -0.02
H -5.375 0.047 3.969 -0.07 0.31 -0.17
H -3.845 -3.577 3.302 -0.16 0.19 -0.65
H -5.414 -3.326 4.066 0.09 0.06 0.27
H -3.981 -2.261 4.416 -0.31 0.19 0.09
C 2.549 -0.420 -3.491 0.43 -0.67 0.34
S 4.256 -0.262 -4.081 0.55 -0.79 -0.36
O 4.349 0.721 -5.209 -0.29 -0.08 0.45
C 4.411 -1.894 -4.960 -0.58 1.01 0.67
H 2.392 0.349 -2.734 -0.21 0.37 -0.42
H 2.469 -1.355 -2.925 0.29 -0.12 -0.15
H 1.824 -0.459 -4.296 -0.09 0.44 0.01
H 5.403 -1.905 -5.402 -0.04 0.08 -0.13
H 3.611 -1.816 -5.694 0.17 -0.32 -0.26
H 4.273 -2.737 -4.289 -0.10 0.04 0.04
C -3.130 -6.270 1.094 0.07 -0.09 0.70
S -2.354 -5.392 -0.286 0.68 -0.56 -0.18
O -1.021 -6.051 -0.535 -1.08 0.73 0.46
C -2.118 -3.770 0.541 -0.14 -1.35 -0.44
H -2.502 -6.226 1.988 0.19 0.14 -0.15
H -3.249 -7.326 0.858 0.08 0.09 -0.40
H -4.111 -5.874 1.363 0.01 0.22 -0.30
H -1.638 -3.896 1.509 0.07 0.11 -0.01
H -3.128 -3.369 0.610 0.15 0.41 0.08
H -1.489 -3.248 -0.176 -0.05 0.33 0.17
C 3.071 2.344 5.791 0.42 -0.89 -0.41
S 1.800 1.890 4.575 0.12 1.15 -1.08
O 1.014 3.118 4.181 0.17 -0.69 0.63
C 2.924 1.677 3.145 -0.15 -0.30 0.98
H 2.581 2.707 6.688 0.10 0.26 -0.05
H 3.877 2.953 5.383 -0.48 0.63 0.01
H 3.592 1.405 6.014 -0.31 -0.11 0.23
H 2.361 1.148 2.379 0.18 -0.01 -0.15
H 3.791 1.117 3.499 -0.01 -0.21 -0.30
H 3.233 2.670 2.827 -0.15 0.08 0.01
C 2.533 -2.198 6.630 -0.78 -1.52 1.17
S 0.736 -2.377 6.322 -0.13 0.42 -1.00
O 0.564 -2.780 4.879 0.16 0.14 0.81
C 0.384 -3.834 7.335 0.77 0.15 0.14
H 2.947 -1.282 6.231 -0.09 -0.05 -0.29
H 2.998 -3.139 6.330 0.22 0.33 -0.68
H 2.638 -2.246 7.720 -0.03 0.53 0.02
H 0.414 -3.524 8.379 -0.11 0.01 0.00
H 1.130 -4.613 7.174 -0.07 -0.04 -0.15
H -0.610 -4.189 7.078 -0.03 0.13 -0.10
C -0.501 -0.025 -1.045 -0.59 -1.13 0.31
S 0.684 -0.905 0.023 -0.20 1.96 0.41
O 1.776 0.125 0.270 -0.01 -0.88 -0.14
C -0.235 -0.919 1.594 -0.46 -0.57 -0.08
H -1.330 -0.727 -1.189 0.01 -0.02 -0.07
H -0.057 0.166 -2.021 0.14 0.16 0.10
H -0.939 0.859 -0.591 0.31 0.14 0.06
H -1.221 -1.387 1.519 0.16 -0.24 -0.32
H -0.457 0.051 2.039 0.60 0.30 -0.38
H 0.390 -1.528 2.249 -0.08 0.13 0.20
C 6.169 -3.354 -2.177 -0.01 0.31 -0.47
S 4.444 -3.406 -1.607 0.34 0.56 0.59
O 4.337 -4.622 -0.755 0.01 0.41 -0.09
C 4.552 -1.911 -0.545 -0.30 -0.17 0.31
H 6.856 -3.531 -1.353 -0.15 -0.32 0.06
H 6.472 -2.411 -2.640 -0.43 0.21 0.19
H 6.223 -4.096 -2.974 0.19 -0.31 0.31
H 4.798 -1.046 -1.156 0.29 -0.20 -0.22
H 5.282 -2.042 0.254 0.30 -0.15 -0.28
H 3.616 -1.660 -0.044 -0.31 -0.44 -0.29
C -3.102 0.392 7.026 0.92 0.05 0.39
O -2.846 -0.706 7.491 -0.36 -0.06 -0.34
N -2.629 0.878 5.850 -0.29 -0.66 1.33
C -2.939 2.224 5.455 -0.17 0.43 -0.59
C -1.953 0.006 4.919 -0.33 0.42 -1.16
H -3.664 1.134 7.620 -0.11 0.05 -0.23
H -3.728 2.223 4.691 -0.03 0.19 0.10
H -2.088 2.761 5.029 0.24 -0.38 0.03
H -3.240 2.824 6.312 -0.25 -0.20 0.05
H -2.591 -0.041 4.025 0.37 0.07 -0.26
H -0.991 0.455 4.666 0.09 -0.18 -0.15
H -1.818 -1.030 5.211 0.00 0.22 0.73
C -4.676 2.321 1.599 0.03 -0.10 -0.33
O -5.874 2.338 1.352 0.08 -0.26 0.28
N -3.897 3.395 1.728 1.39 1.76 -0.60
C -2.439 3.282 1.833 -0.27 -0.58 1.58
C -4.343 4.772 1.536 -0.84 -0.88 -0.31
H -4.065 1.418 1.758 -0.40 -0.32 -0.12
H -2.103 2.305 1.489 0.03 0.04 -0.09
H -2.217 3.378 2.902 0.39 -0.25 -0.07
H -1.837 4.076 1.398 -0.57 0.07 -0.70
H -5.432 4.740 1.544 0.03 0.27 0.19
H -3.941 5.413 2.317 -0.05 0.03 0.05
H -4.044 5.132 0.550 0.18 0.07 0.03
C -4.346 0.569 -1.422 0.32 0.98 0.22
O -3.732 1.614 -1.285 0.19 0.09 0.10
N -4.049 -0.351 -2.354 -0.60 -0.32 0.08
C -4.840 -1.554 -2.486 0.13 -0.52 -0.29
C -3.008 -0.120 -3.340 -0.12 -0.19 0.25
H -5.199 0.375 -0.761 -0.14 -0.50 -0.10
H -4.306 -2.444 -2.136 0.11 0.06 0.17
H -5.067 -1.766 -3.534 -0.05 0.26 -0.07
H -5.789 -1.505 -1.955 0.08 0.26 0.14
H -2.419 -1.037 -3.391 0.15 0.08 -0.31
H -3.462 0.108 -4.306 0.12 -0.12 -0.11
H -2.363 0.704 -3.051 -0.09 0.01 0.10
C -0.328 1.824 -5.341 -0.96 -0.57 0.51
O -0.222 0.845 -4.614 0.27 0.07 -0.12
N 0.443 2.092 -6.397 1.08 0.16 0.85
C 0.318 3.314 -7.143 0.32 0.49 -0.92
C 1.692 1.348 -6.584 -0.23 0.54 -2.28
H -1.175 2.513 -5.209 0.08 0.21 -0.04
H 0.254 3.125 -8.220 -0.28 -0.33 0.05
H 1.206 3.952 -7.091 0.05 -0.07 0.55
H -0.546 3.913 -6.867 -0.09 -0.22 0.26
H 2.632 1.849 -6.358 -0.35 0.30 0.86
H 1.691 0.346 -6.187 -0.31 0.04 0.17
H 1.734 1.319 -7.682 0.26 -0.70 0.01
C 0.680 -4.715 -5.357 -0.17 -1.51 0.36
O 0.847 -5.878 -5.029 0.20 0.18 -0.35
N -0.128 -3.886 -4.680 -0.76 0.90 -0.16
C -0.316 -2.504 -5.039 -0.42 0.73 0.70
C -1.039 -4.363 -3.660 -0.15 0.23 0.38
H 1.142 -4.322 -6.270 0.12 0.51 0.05
H 0.123 -2.218 -5.992 0.15 -0.16 0.01
H 0.030 -1.839 -4.240 0.53 -0.05 -0.16
H -1.376 -2.228 -5.035 -0.14 -0.41 -0.54
H -2.086 -4.236 -3.956 0.06 -0.24 -0.49
H -0.834 -5.398 -3.410 0.08 0.02 0.08
H -0.989 -3.730 -2.768 0.50 -0.15 0.12
O -0.350 3.265 -2.463 -0.31 -0.01 -0.63
C 0.173 3.760 -1.510 0.58 0.15 0.96
O 0.257 5.094 -1.301 -0.09 -0.49 0.02
C -0.162 5.922 -2.370 -0.15 1.00 -0.83
C 0.104 7.362 -1.942 -0.76 0.23 -0.88
C 0.855 2.967 -0.416 -0.24 0.31 -0.35
H -1.207 5.806 -2.672 -0.13 -0.31 0.67
H 0.365 5.660 -3.293 0.33 0.00 0.22
H 1.151 7.637 -2.032 0.10 -0.12 0.65
H -0.384 7.566 -0.990 0.60 -0.13 0.35
H -0.413 8.065 -2.605 0.01 -0.30 -0.28
H 1.730 3.472 -0.011 0.02 0.07 -0.14
H 1.114 2.017 -0.863 0.20 -0.09 0.28
H 0.179 2.797 0.422 -0.08 -0.03 -0.06

73
Properties=species:S:1:pos:R:3:forces:R:3 method="wB97M-V/def2-TZVPD" lumo_ev=-0.04 homo_ev=-7.28 multiplicity=1 total_charge=0
Mg -1.691 -0.536 1.282 1.09 -0.09 1.46
N -2.630 2.550 -4.494 0.06 0.12 0.01
C -3.100 1.662 -3.555 -0.05 -0.11 0.09
C -4.267 1.944 -2.832 0.08 0.02 -0.04
C -4.699 1.084 -1.844 -0.04 -0.03 0.00
C -3.975 -0.070 -1.578 -0.13 -0.12 0.15
C -2.825 -0.377 -2.293 -0.03 0.02 -0.03
C -2.394 0.483 -3.281 -0.02 0.08 -0.06
S -4.431 -1.058 -0.200 -0.35 -0.15 -0.22
O -5.850 -1.015 0.002 0.06 0.23 0.02
O -3.819 -2.367 -0.355 0.11 0.29 0.13
N -3.595 -0.396 1.007 -0.80 -0.63 -0.45
C -3.761 0.701 1.749 -0.76 0.91 0.26
N -2.684 0.899 2.558 -0.42 0.05 -0.07
C -2.714 1.935 3.381 0.04 0.06 0.08
C -3.791 2.802 3.422 -0.06 -0.04 -0.03
C -4.815 2.546 2.517 0.08 0.02 0.04
N -4.819 1.519 1.681 -0.03 -0.11 -0.08
H -3.250 3.262 -4.834 -0.01 -0.02 -0.04
H -1.918 2.244 -5.131 -0.03 -0.02 -0.04
H -4.820 2.850 -3.049 -0.01 0.00 0.01
H -5.594 1.286 -1.269 0.02 0.05 -0.03
H -2.283 -1.285 -2.066 0.06 0.03 0.00
H -1.496 0.262 -3.846 0.01 -0.03 0.03
H -1.841 2.065 4.012 -0.01 0.03 -0.01
H -3.833 3.642 4.099 0.06 0.00 0.00
H -5.674 3.208 2.451 0.01 0.00 0.04
C 4.774 2.702 0.395 0.02 -0.03 -0.10
C 4.473 1.948 -0.910 0.06 0.04 0.01
C 4.348 2.957 -2.060 0.01 -0.04 0.06
C 5.654 1.023 -1.213 -0.09 0.04 0.03
C 3.166 1.177 -0.738 0.08 -0.06 -0.03
C 1.983 1.867 -0.495 -0.12 0.04 -0.04
C 0.828 1.157 -0.276 -0.23 0.05 0.10
Br -0.808 2.107 0.065 0.23 0.07 -0.09
C 0.729 -0.250 -0.233 0.22 -0.02 -0.13
O -0.416 -0.805 0.061 1.13 -0.51 -1.32
C 1.931 -0.949 -0.514 -0.21 -0.03 0.07
C 3.089 -0.209 -0.759 0.01 0.07 -0.03
C 2.096 -2.482 -0.544 0.04 0.00 0.01
C 2.586 -2.902 -1.939 -0.03 0.01 0.03
C 0.833 -3.297 -0.241 0.02 0.16 -0.03
C 3.145 -2.883 0.509 -0.02 0.00 -0.04
H 5.735 3.220 0.324 -0.02 0.02 0.00
H 4.817 2.006 1.235 0.00 0.02 0.01
H 4.002 3.443 0.606 0.00 0.00 0.04
H 5.288 3.499 -2.189 -0.01 0.02 -0.01
H 3.563 3.689 -1.863 -0.01 0.00 -0.04
H 4.112 2.445 -2.995 -0.01 0.02 -0.01
H 6.562 1.619 -1.325 0.00 0.00 -0.01
H 5.495 0.471 -2.141 0.03 -0.03 0.02
H 5.820 0.312 -0.402 0.02 -0.02 -0.03
H 1.950 2.948 -0.475 0.02 0.00 0.01
H 3.989 -0.768 -0.975 0.01 0.05 0.05
H 1.851 -2.620 -2.696 0.02 -0.02 -0.02
H 2.725 -3.985 -1.978 0.01 0.00 -0.01
H 3.535 -2.430 -2.194 -0.02 -0.01 -0.03
H 0.015 -3.039 -0.909 -0.07 0.00 0.01
H 0.517 -3.120 0.786 -0.09 0.00 0.05
H 1.067 -4.359 -0.362 0.02 0.03 0.03
H 4.134 -2.492 0.267 0.00 0.00 0.04
H 3.219 -3.972 0.571 0.01 0.01 -0.01
H 2.856 -2.498 1.489 0.01 -0.03 0.01
N -2.045 -2.587 2.026 -0.19 -0.17 -0.43
N -1.760 -2.823 3.362 -0.12 -0.11 0.22
C -0.802 -2.117 3.997 0.23 0.10 0.07
N -0.569 -2.473 5.276 -0.17 -0.10 -0.05
S 0.089 -0.911 3.268 0.15 0.12 0.11
H -3.041 -2.526 1.836 -0.15 -0.08 0.24
H -1.675 -3.308 1.414 0.21 -0.03 0.07
H -2.239 -3.566 3.844 -0.03 -0.10 -0.06
H -1.139 -3.140 5.767 0.03 0.01 0.00
H 0.088 -1.919 5.793 0.02 0.01 0.03

19
Properties=species:S:1:pos:R:3:forces:R:3 method="wB97M-V/def2-TZVPD" e_above_lowest_ev=2.539 lumo_ev=-5.11 homo_ev=-14.19 multiplicity=1 total_charge=+1
C 1.939 0.010 0.861 0.79 -0.87 0.48
C 0.779 -0.881 0.557 0.12 -0.48 -0.84
C 0.403 -1.944 1.262 0.56 0.16 0.48
C 0.178 0.344 -1.453 0.12 -0.97 -1.06
N 0.111 -0.688 -0.700 -0.45 1.10 0.74
H 2.182 -0.163 1.909 -0.01 0.13 0.00
H 1.826 1.088 0.753 -0.34 -0.14 -0.26
H 2.822 -0.354 0.320 -0.10 0.40 -0.20
H -0.526 -2.492 1.225 0.04 -0.15 -0.73
H 1.109 -2.282 2.006 -0.29 0.24 0.60
H -0.521 0.399 -2.288 0.25 0.18 -0.04
H 1.026 1.010 -1.396 -0.30 0.49 0.56
H -0.521 -1.430 -0.973 -0.49 0.01 0.20
H -1.826 0.389 4.160 0.30 -0.15 0.27
H -0.357 0.037 3.686 -0.23 -0.03 0.55
O -1.202 0.411 3.431 -0.05 0.15 -0.85
H -2.411 2.026 -4.247 -0.04 -0.08 0.06
H -0.982 2.543 -4.294 -0.16 -0.23 0.13
O -1.540 1.876 -3.865 0.30 0.22 -0.08

14
Properties=species:S:1:pos:R:3:forces:R:3 method="wB97M-V/def2-TZVPD" e_above_lowest_ev=0.275 lumo_ev=0.53 homo_ev=-9.62 multiplicity=1 smiles="CCC(=O)C(N)=O" total_charge=0
C -1.894 -1.115 0.536 -0.06 0.01 0.01
C -0.467 -0.962 0.027 0.02 -0.02 0.02
C 0.021 0.463 0.026 -0.30 0.13 -0.01
O -0.701 1.437 0.036 0.31 -0.35 -0.04
C 1.548 0.652 -0.013 0.18 -0.01 0.01
N 1.939 1.665 -0.822 0.05 0.01 0.11
O 2.291 -0.067 0.627 -0.21 0.14 -0.24
H -1.950 -0.845 1.595 -0.02 -0.05 -0.15
H -2.580 -0.463 -0.011 0.11 -0.09 0.07
H -2.233 -2.149 0.424 0.07 0.17 0.03
H 0.251 -1.579 0.575 -0.07 0.12 -0.02
H -0.386 -1.285 -1.023 0.00 0.02 0.11
H 1.248 2.319 -1.156 0.07 -0.06 0.08
H 2.913 1.930 -0.821 -0.14 -0.02 0.01